(1)
14
Properties=species:S:1:pos:R:3 method="wB97M-V/def2-TZVPD" gap_ev=10.74 e_tot_ev=-7361.426 smiles="CC(=O)C1CC1" de_lowest_ev=0.829
C -2.130 0.213 0.238
C -0.668 0.371 0.593
O -0.293 1.195 1.404
C 0.303 -0.491 -0.146
C 1.369 0.260 -0.921
C 1.735 -0.495 0.309
H -2.253 0.089 -0.844
H -2.537 -0.683 0.721
H -2.688 1.084 0.584
H -0.100 -1.389 -0.610
H 1.336 1.344 -0.854
H 1.651 -0.138 -1.892
H 2.294 -1.420 0.204
H 1.943 0.085 1.204

=====

(2)
14
Properties=species:S:1:pos:R:3 method="wB97M-V/def2-TZVPD" gap_ev=10.27 e_tot_ev=-7359.885 de_lowest_ev=2.370
C -0.507 1.508 -0.443
C -0.109 0.129 -0.001
C 0.661 -0.141 1.277
C 1.160 -0.698 -0.020
O 0.444 -1.902 -0.288
C -0.758 -1.144 -0.503
H 0.188 2.274 -0.085
H -1.497 1.750 -0.033
H -0.569 1.582 -1.534
H 1.113 0.767 1.678
H 0.335 -0.861 2.026
H 2.123 -0.636 -0.512
H -1.626 -1.558 0.020
H -0.960 -1.070 -1.582